{
  "formula": "C52H49N6O2PW",
  "method": "the ωB97M-V functional and the def2-TZVPD basis",
  "symbols": ["W", "O", "C", "C", "C", "C", "C", "C", "C", "C", "C", "O", "C", "C", "C", "C", "C", "C", "C", "C", "C", "C", "C", "C", "N", "C", "C", "C", "C", "C", "C", "C", "C", "C", "C", "C", "C", "H", "H", "H", "H", "H", "H", "H", "H", "H", "H", "H", "H", "H", "H", "H", "H", "H", "H", "H", "H", "H", "H", "H", "H", "H", "H", "H", "C", "C", "N", "C", "C", "N", "C", "N", "N", "N", "C", "C", "C", "C", "C", "C", "H", "H", "H", "H", "H", "H", "H", "H", "H", "H", "H", "C", "P", "C", "C", "C", "C", "C", "C", "C", "H", "H", "H", "H", "H", "H", "H", "H", "H", "H", "H"],
  "positions_angstrom": [[0.63667, -0.71367, -0.24031], [0.09109, -2.18536, 0.52558], [0.33162, -3.44444, 1.06816], [1.81713, -3.39806, 1.51488], [2.80596, -3.00677, 0.45306], [3.99138, -3.73154, 0.38927], [4.97216, -3.39148, -0.52364], [4.70634, -2.33661, -1.38060], [3.50429, -1.65425, -1.28560], [3.22273, -0.56309, -2.27298], [2.85300, 0.77123, -1.57334], [1.55908, 0.56812, -1.08227], [2.91572, 1.94750, -2.55187], [2.85844, 1.76892, -3.93190], [2.92629, 2.85867, -4.78353], [3.05542, 4.13826, -4.27441], [3.11673, 4.32535, -2.90357], [3.03949, 3.23929, -2.04830], [3.81276, 1.00382, -0.40496], [3.37462, 0.88275, 0.90810], [4.24070, 1.12638, 1.96070], [5.55066, 1.49487, 1.70585], [5.99851, 1.60232, 0.39903], [5.13486, 1.35808, -0.65435], [2.55414, -1.95249, -0.36480], [-0.45928, -3.65819, 2.36060], [-0.87153, -4.92021, 2.76222], [-1.46898, -5.08904, 4.00036], [-1.67028, -4.00274, 4.83524], [-1.25899, -2.74134, 4.43620], [-0.64239, -2.57308, 3.20983], [-0.01657, -4.47332, -0.00474], [0.92384, -5.27911, -0.63258], [0.53310, -6.17912, -1.61127], [-0.79695, -6.29407, -1.97170], [-1.74363, -5.50090, -1.34202], [-1.35697, -4.59610, -0.36960], [2.08537, -4.36210, 1.94748], [1.86556, -2.64530, 2.31476], [4.14561, -4.55632, 1.06877], [5.90194, -3.93386, -0.57728], [5.42210, -2.04612, -2.13153], [2.35894, -0.86339, -2.88680], [4.09019, -0.41870, -2.91426], [2.78306, 0.78552, -4.37164], [2.89591, 2.70087, -5.85039], [3.12308, 4.98000, -4.94506], [3.24503, 5.31725, -2.49738], [3.09509, 3.39739, -0.98072], [2.31293, 0.60350, 1.12033], [3.89251, 1.03619, 2.97801], [6.22086, 1.69422, 2.52586], [7.02014, 1.88460, 0.20040], [5.48370, 1.45716, -1.67173], [-0.71100, -5.77014, 2.11722], [-1.76473, -6.07593, 4.31831], [-2.12734, -4.14055, 5.80292], [-1.39341, -1.89529, 5.09411], [-0.27271, -1.59485, 2.91163], [1.96324, -5.23174, -0.35464], [1.27737, -6.80638, -2.07488], [-1.09167, -6.99850, -2.73414], [-2.78884, -5.60137, -1.58992], [-2.10392, -4.00030, 0.13897], [-0.88386, 1.68734, 2.90014], [-1.69486, 0.64655, 2.23222], [-1.28167, -0.12700, 1.23765], [-2.32709, -0.97301, 0.94667], [-3.36408, -0.70526, 1.77793], [-2.96349, 0.32847, 2.58176], [-3.83782, 1.12140, 3.42388], [-4.15110, 2.35224, 2.76918], [-3.58625, 3.51844, 3.16761], [-3.93544, 4.45816, 2.41023], [-4.75553, 3.97716, 1.42860], [-5.37257, 4.59539, 0.34110], [-6.09522, 3.78899, -0.50705], [-6.22095, 2.40935, -0.29210], [-5.63063, 1.78089, 0.78314], [-4.89697, 2.58465, 1.64310], [0.02328, 1.86639, 2.31944], [-0.60700, 1.36310, 3.90386], [-1.44242, 2.61865, 2.99883], [-2.25796, -1.70623, 0.16315], [-4.31698, -1.17977, 1.87986], [-3.34771, 1.37423, 4.36796], [-4.74760, 0.54761, 3.62276], [-5.27695, 5.65689, 0.18620], [-6.58640, 4.21988, -1.36496], [-6.80477, 1.82187, -0.98308], [-5.74554, 0.72158, 0.95116], [-0.51418, 0.50547, -3.47836], [-0.97904, 0.68005, -1.71402], [-2.79564, 0.44729, -1.85475], [-0.89222, 2.47376, -1.38674], [-0.23513, 3.35195, -2.24078], [-0.27627, 4.71353, -1.98850], [-0.93322, 5.20591, -0.87392], [-1.55626, 4.33064, 0.00399], [-1.54205, 2.97371, -0.25807], [0.56375, 0.59004, -3.61953], [-1.00876, 1.27104, -4.07817], [-0.85178, -0.47542, -3.81639], [-3.16458, 1.12400, -2.62259], [-3.30029, 0.67500, -0.91970], [-3.02613, -0.57499, -2.14786], [0.30390, 2.98689, -3.10134], [0.21054, 5.39050, -2.67327], [-0.96898, 6.26857, -0.69130], [-2.04915, 4.71075, 0.88527], [-2.04709, 2.28693, 0.40764]],
  "atomic_forces_ev_per_a": [[-2.636, 1.872, 0.696], [-0.768, -1.924, 0.813], [0.699, -1.806, 0.648], [-0.365, 0.170, -0.248], [-0.008, -0.215, 0.298], [0.054, 0.262, -0.091], [-0.416, 0.249, -0.007], [-0.174, -0.056, 0.193], [0.151, 0.077, -0.429], [-0.326, 0.197, 0.108], [1.776, 0.141, -0.755], [1.482, 1.320, -0.386], [-0.220, -0.058, 0.114], [0.026, -0.031, 0.175], [-0.051, -0.019, -0.126], [0.003, 0.019, 0.009], [0.011, 0.004, 0.077], [-0.008, -0.046, -0.029], [-0.388, 0.140, 0.215], [-0.699, -0.166, -0.022], [0.070, -0.020, 0.075], [-0.039, -0.052, 0.094], [-0.021, -0.053, -0.061], [-0.108, -0.117, 0.045], [0.114, -0.216, -0.390], [-0.053, 0.378, -0.196], [0.080, 0.086, -0.114], [-0.012, -0.013, 0.068], [-0.041, -0.040, 0.037], [0.049, 0.055, 0.000], [0.127, 0.108, -0.014], [0.023, 0.063, 0.067], [-0.128, 0.150, 0.195], [0.018, -0.111, -0.048], [0.084, 0.033, -0.019], [-0.094, 0.090, 0.061], [0.128, 0.028, -0.006], [0.038, 0.105, -0.017], [0.001, -0.200, -0.050], [-0.091, -0.019, 0.068], [0.109, -0.078, 0.001], [0.035, 0.094, -0.086], [0.285, 0.057, -0.051], [-0.058, -0.047, 0.031], [-0.005, -0.113, -0.009], [-0.013, -0.006, -0.114], [0.022, 0.109, -0.062], [-0.032, 0.091, 0.045], [0.004, 0.019, 0.076], [1.093, 0.405, 0.011], [-0.032, 0.007, 0.115], [0.099, 0.036, 0.099], [0.112, 0.033, -0.032], [0.040, 0.071, -0.125], [-0.023, -0.122, -0.057], [-0.065, -0.111, 0.024], [-0.063, -0.024, 0.074], [-0.011, 0.074, 0.070], [-0.106, -0.144, 0.118], [0.134, -0.024, 0.015], [0.075, -0.080, -0.099], [-0.048, -0.074, -0.032], [-0.103, -0.001, -0.070], [-0.061, 0.002, 0.041], [0.122, 0.144, -0.033], [0.529, 0.233, -0.036], [0.409, 0.203, -0.666], [-0.483, -0.116, 0.139], [0.127, -0.337, -0.479], [0.532, -0.313, -0.164], [-0.010, 0.292, 0.333], [-0.591, 0.265, -0.509], [0.544, -0.395, 0.998], [0.080, 0.951, -0.131], [-0.362, -1.341, -0.137], [0.098, -0.070, 0.132], [-0.012, 0.161, -0.098], [0.049, -0.152, 0.118], [-0.110, -0.212, -0.043], [0.171, 0.808, -0.061], [-0.096, 0.008, 0.090], [0.058, -0.002, 0.062], [0.111, 0.034, -0.004], [-0.116, -0.067, 0.085], [-0.273, -0.043, 0.010], [-0.089, -0.071, -0.134], [0.199, 0.029, -0.037], [-0.003, 0.152, -0.055], [-0.054, 0.086, -0.067], [-0.083, -0.043, -0.085], [-0.072, -0.119, -0.038], [0.133, -0.089, 0.311], [-0.886, 0.023, -1.145], [0.300, -0.213, 0.261], [0.209, -0.363, 0.325], [-0.048, -0.143, 0.006], [0.015, 0.070, -0.069], [-0.008, -0.090, -0.029], [0.048, 0.048, 0.020], [-0.015, -0.125, -0.004], [-0.127, -0.011, 0.017], [-0.029, -0.011, 0.095], [0.066, -0.012, 0.017], [0.084, 0.094, -0.057], [-0.023, 0.010, 0.048], [-0.012, -0.104, 0.020], [0.053, -0.007, -0.128], [0.058, 0.068, -0.059], [0.034, 0.103, 0.038], [-0.078, 0.028, 0.064], [-0.125, 0.082, 0.045]],
  "total_charge": 2,
  "e_above_lowest_kcal_mol": 52.7,
  "homo_energy_ev": [-13.301, -13.301]
}